Computed, not measured: C26H42As3BaClF4N3 as an isolated structure at a distorted geometry, with wB97M-V/def2-TZVPD.

Output
* energy above the lowest of the compared OMol25 structures with the same formula, charge and spin: 15.7 kcal per mole
* DFT total energy: -238709.505 eV
* total charge: +1
* highest occupied orbital energy: -0.3561 Eh

Each line ends with the Mulliken charge.
Positions of all 80 atoms, in Å:
1 Ba -0.46 0.42 0.44  1.742
2 C -0.11 3.74 -0.35  -1.200
3 N 0.60 2.73 0.43  0.570
4 C 1.09 3.33 1.66  -1.254
5 C 1.68 2.07 -0.30  -1.288
6 C 1.35 1.27 -1.58  -0.601
7 N 0.88 -0.10 -1.48  -1.244
8 C 1.74 -1.14 -1.38  0.386
9 C 1.21 -2.44 -1.51  0.406
10 F -0.12 -2.56 -1.74  -0.476
11 C 1.96 -3.58 -1.39  0.197
12 F 1.35 -4.77 -1.52  -0.321
13 C 3.32 -3.53 -1.14  -0.559
14 C 3.88 -2.28 -0.99  0.057
15 F 5.18 -2.15 -0.72  -0.314
16 C 3.12 -1.12 -1.09  0.601
17 F 3.75 0.06 -0.86  -0.385
18 H -0.92 4.16 0.24  0.325
19 H -0.54 3.31 -1.26  0.326
20 H 0.55 4.56 -0.67  0.335
21 H 1.71 2.62 2.21  0.341
22 H 0.25 3.62 2.29  0.306
23 H 1.70 4.22 1.47  0.361
24 H 2.20 1.42 0.42  0.732
25 H 2.44 2.81 -0.60  0.300
26 H 2.26 1.36 -2.17  0.460
27 H 0.60 1.83 -2.16  0.465
28 H 3.92 -4.43 -1.06  0.514
29 C -0.02 -0.36 5.41  -1.226
30 As -0.31 -0.87 3.55  0.554
31 C 1.50 -1.50 3.13  -1.225
32 C -1.09 -2.66 3.78  -1.509
33 C -2.61 -2.79 3.83  2.875
34 C -3.17 -1.97 5.00  -1.825
35 C -3.30 -2.29 2.53  -1.879
36 As -2.35 -2.48 0.81  0.888
37 C -2.15 -4.41 0.56  -1.396
38 C -3.90 -2.19 -0.34  -1.287
39 C -2.98 -4.27 4.03  -1.612
40 As -2.19 -5.47 5.38  0.284
41 C -0.41 -5.74 4.59  -0.962
42 C -1.64 -4.29 6.85  -0.900
43 H -0.95 0.00 5.86  0.366
44 H 0.72 0.44 5.45  0.458
45 H 0.34 -1.22 5.97  0.305
46 H 1.84 -2.22 3.88  0.398
47 H 2.20 -0.66 3.11  0.412
48 H 1.51 -1.99 2.16  0.337
49 H -0.66 -3.07 4.70  0.026
50 H -0.68 -3.27 2.95  0.361
51 H -2.98 -0.91 4.86  0.376
52 H -2.73 -2.28 5.95  0.269
53 H -4.25 -2.10 5.07  0.399
54 H -3.47 -1.21 2.59  0.408
55 H -4.29 -2.75 2.45  0.462
56 H -3.08 -4.93 0.81  0.427
57 H -1.33 -4.79 1.17  0.284
58 H -1.91 -4.58 -0.48  0.480
59 H -4.69 -2.92 -0.12  0.436
60 H -3.60 -2.29 -1.38  0.406
61 H -4.29 -1.19 -0.17  0.329
62 H -2.79 -4.81 3.10  0.185
63 H -4.06 -4.34 4.20  0.537
64 H -0.52 -6.03 3.55  0.264
65 H 0.06 -6.57 5.12  0.451
66 H 0.24 -4.86 4.66  0.197
67 H -2.51 -3.88 7.35  0.326
68 H -0.98 -3.48 6.54  0.139
69 H -1.10 -4.91 7.56  0.419
70 Cl -4.88 3.17 -3.01  -0.190
71 C -4.45 2.80 -1.39  0.030
72 C -5.05 3.44 -0.32  -0.277
73 C -4.66 3.10 0.96  -0.755
74 C -3.68 2.13 1.12  -0.384
75 N -3.10 1.51 0.10  0.247
76 C -3.48 1.84 -1.14  -0.571
77 H -5.81 4.19 -0.50  0.460
78 H -5.11 3.57 1.82  0.447
79 H -3.36 1.84 2.12  0.440
80 H -3.00 1.32 -1.96  0.532

Computed, not measured: C12H13N5O2S as an isolated structure at a distorted geometry, with wB97M-V/def2-TZVPD.

Output
* energy above the lowest of the compared OMol25 structures with the same formula, charge and spin: 294.4 kcal per mole
* DFT total energy: -35022.507 eV
* total charge: 0
* highest occupied orbital energy: -0.3206 Eh

Each line ends with the natural charge from an NBO analysis.
Positions of all 33 atoms, in Å:
1 C 5.18 2.09 -3.99  -0.672
2 C 4.37 1.05 -3.15  0.675
3 O 4.92 -0.01 -2.75  -0.589
4 N 3.10 1.34 -3.04  -0.578
5 C 2.11 0.77 -2.41  0.276
6 C 2.59 -0.56 -1.70  -0.274
7 C 1.70 -1.23 -0.97  -0.164
8 C 0.13 -0.81 -1.11  -0.155
9 C -0.12 0.38 -1.76  -0.132
10 C 0.87 1.10 -2.29  -0.324
11 H 0.69 1.80 -2.91  0.194
12 H -1.09 0.74 -1.81  0.202
13 C -0.87 -1.42 -0.27  0.490
14 O -0.55 -2.81 0.21  -0.604
15 C -2.26 -0.96 -0.17  -0.521
16 H -2.67 -1.70 0.55  0.308
17 H -2.62 -0.65 -0.93  0.195
18 S -1.99 0.57 0.93  0.190
19 C -2.79 -0.12 2.40  0.208
20 N -3.14 -1.25 2.74  -0.295
21 N -3.55 -1.08 3.89  -0.081
22 N -2.98 -0.15 4.50  -0.059
23 N -2.58 0.59 3.54  -0.198
24 C -1.92 1.94 3.80  -0.285
25 H -2.29 2.15 4.59  0.205
26 H -1.12 2.05 3.43  0.182
27 H -2.66 2.94 3.26  0.168
28 H 1.66 -2.39 -0.60  0.283
29 H 3.65 -1.01 -1.72  0.292
30 H 2.82 2.17 -3.41  0.389
31 H 6.16 1.79 -4.26  0.248
32 H 4.64 2.25 -5.17  0.206
33 H 5.05 3.04 -3.57  0.220

Computed, not measured: a 2-piece molecular cluster, C5H6O2 overall at a distorted geometry, with wB97M-V/def2-TZVPD.

Output
* energy above the lowest of the compared OMol25 structures with the same formula, charge and spin: 81.9 kcal per mole
* DFT total energy: -9373.544 eV
* total charge: 0
* structure (SMILES): O=c1cc1.CC=O
* highest occupied orbital energy: -0.3492 Eh

Each line ends with the natural charge from an NBO analysis.
Positions of all 13 atoms, in Å:
1 O 0.88 -1.04 1.87  -0.562
2 C 0.16 -1.97 2.03  0.549
3 C -0.12 -3.35 2.27  -0.236
4 C -1.18 -2.65 1.87  -0.201
5 H 0.23 -4.30 2.52  0.220
6 H -2.24 -2.78 1.71  0.230
7 C 1.25 0.88 -1.59  -0.728
8 C -0.04 0.09 -1.11  0.465
9 O -1.12 0.56 -1.22  -0.524
10 H 1.84 1.04 -0.73  0.232
11 H 0.77 1.76 -2.03  0.228
12 H 1.93 0.46 -2.35  0.226
13 H 0.06 -0.96 -0.85  0.102

Computed, not measured: C3H4O2Sr as an isolated structure at a distorted geometry, with wB97M-V/def2-TZVPD.

Output
* energy above the lowest of the compared OMol25 structures with the same formula, charge and spin: 17.9 kcal per mole
* DFT total energy: -8103.222 eV
* total charge: 0
* highest occupied orbital energy: -0.2791 Eh

Each line ends with the natural charge from an NBO analysis.
Positions of all 10 atoms, in Å:
1 C -1.00 1.08 -1.14  -0.880
2 C -1.28 0.12 -2.05  -0.460
3 O 1.56 -0.66 0.55  -0.837
4 C 2.16 -0.86 1.64  0.346
5 O 1.18 -0.61 2.64  -0.924
6 H -0.52 1.96 -1.59  0.154
7 H -1.43 0.29 -3.12  0.174
8 H 1.42 -0.93 3.51  0.506
9 Sr -0.39 0.47 1.17  1.784
10 H -1.70 -0.86 -1.61  0.137

Computed, not measured: C34H25IrN2O3S5 as an isolated structure at a distorted geometry, with wB97M-V/def2-TZVPD.

Output
* energy above the lowest of the compared OMol25 structures with the same formula, charge and spin: 33.5 kcal per mole
* DFT total energy: -101801.216 eV
* total charge: -1
* ⟨S²⟩: 0.89
* highest occupied orbital energy (spin up / spin down): -0.1495 / -0.1785 Eh
* multiplicity: 2

Each line ends with the natural charge from an NBO analysis.
Positions of all 70 atoms, in Å:
1 Ir -0.45 -0.09 1.54  0.968
2 C -1.53 2.87 4.57  -0.234
3 O -1.57 1.99 5.70  -0.516
4 C -1.53 0.63 5.58  0.246
5 C -1.91 -0.06 6.70  -0.239
6 C -1.91 -1.46 6.74  -0.263
7 C -1.50 -2.16 5.64  -0.205
8 C -1.11 -1.49 4.46  -0.148
9 C -0.72 -2.35 3.36  0.113
10 N -0.36 -1.98 2.20  -0.309
11 N -0.04 -2.95 1.25  -0.426
12 C 0.16 -2.39 0.10  0.531
13 O 0.04 -1.13 -0.13  -0.678
14 C 0.59 -3.24 -1.05  -0.027
15 C 1.06 -2.63 -2.20  -0.210
16 C 1.48 -3.40 -3.28  -0.208
17 C 1.42 -4.79 -3.21  -0.220
18 C 0.94 -5.39 -2.06  -0.223
19 C 0.53 -4.62 -0.98  -0.204
20 C -1.13 -0.07 4.41  0.318
21 O -0.78 0.63 3.37  -0.694
22 H -1.75 3.85 4.97  0.171
23 H -2.29 2.60 3.83  0.191
24 H -0.56 2.87 4.08  0.193
25 H -2.21 0.52 7.57  0.214
26 H -2.23 -1.99 7.63  0.204
27 H -1.48 -3.24 5.65  0.200
28 H -0.75 -3.43 3.52  0.191
29 H 1.10 -1.55 -2.24  0.240
30 H 1.86 -2.92 -4.17  0.209
31 H 1.74 -5.39 -4.05  0.205
32 H 0.89 -6.48 -2.00  0.206
33 H 0.16 -5.08 -0.07  0.234
34 C 0.18 1.44 0.54  -0.184
35 C 0.91 1.95 -0.37  -0.062
36 C 1.68 2.32 -1.39  -0.090
37 C 3.07 2.79 -1.12  -0.070
38 C 4.13 2.49 -1.99  -0.197
39 C 5.43 2.88 -1.68  -0.218
40 C 5.70 3.58 -0.51  -0.220
41 C 4.66 3.86 0.36  -0.232
42 C 3.37 3.46 0.07  -0.126
43 C 1.18 2.06 -2.77  0.019
44 C 0.27 1.02 -2.99  -0.217
45 C -0.17 0.72 -4.27  -0.206
46 C 0.27 1.48 -5.36  -0.218
47 C 1.14 2.54 -5.14  -0.224
48 C 1.59 2.83 -3.86  -0.219
49 H 3.93 1.92 -2.88  0.219
50 H 6.24 2.62 -2.36  0.207
51 H 6.71 3.89 -0.29  0.207
52 H 4.86 4.40 1.28  0.209
53 H 2.56 3.66 0.77  0.219
54 H -0.05 0.42 -2.14  0.252
55 H -0.85 -0.11 -4.42  0.222
56 H -0.07 1.25 -6.36  0.206
57 H 1.46 3.16 -5.98  0.206
58 H 2.26 3.67 -3.70  0.213
59 C -2.91 -2.61 -1.50  -0.731
60 S -2.50 -0.95 -2.10  0.267
61 C -3.61 0.04 -1.19  -0.432
62 C -3.76 0.10 0.15  -0.374
63 S -2.95 -0.77 1.42  -0.186
64 S -5.03 1.21 0.67  0.489
65 C -5.53 1.80 -0.86  -0.587
66 S -6.73 2.90 -1.08  -0.139
67 S -4.64 1.09 -2.14  0.482
68 H -2.73 -3.29 -2.34  0.221
69 H -3.95 -2.63 -1.21  0.229
70 H -2.28 -2.88 -0.66  0.234

Computed, not measured: a 2-piece molecular cluster, C4H9N2O2 overall at a distorted geometry, with wB97M-V/def2-TZVPD.

Output
* energy above the lowest of the compared OMol25 structures with the same formula, charge and spin: 28.3 kcal per mole
* DFT total energy: -11369.940 eV
* total charge: -1
* highest occupied orbital energy: -0.1575 Eh

Each line ends with the natural charge from an NBO analysis.
Positions of all 17 atoms, in Å:
1 C 0.95 -1.83 1.82  -0.411
2 N 0.15 -0.80 2.53  -0.658
3 C -0.53 0.06 1.65  0.298
4 N -0.40 1.36 1.62  -0.814
5 H 1.32 -2.58 2.54  0.172
6 H 0.24 -2.30 1.08  0.225
7 H 1.79 -1.44 1.27  0.186
8 H 0.71 -0.18 3.08  0.359
9 H -1.18 -0.42 0.90  0.169
10 H -0.45 1.63 0.61  0.423
11 O 0.00 -0.79 -1.22  -0.793
12 C -0.15 0.36 -1.72  0.768
13 O -0.56 1.43 -1.17  -0.798
14 C 0.22 0.52 -3.20  -0.728
15 H 1.29 0.74 -3.32  0.202
16 H 0.07 -0.44 -3.66  0.200
17 H -0.43 1.33 -3.71  0.197

Computed, not measured: C4H7CuO as an isolated structure at a distorted geometry, with wB97M-V/def2-TZVPD.

Output
* energy above the lowest of the compared OMol25 structures with the same formula, charge and spin: 0.0 kcal per mole
* DFT total energy: -50937.997 eV
* total charge: +1
* ⟨S²⟩: 0.75
* highest occupied orbital energy (spin up / spin down): -0.5661 / -0.5663 Eh
* multiplicity: 2

Each line ends with the natural charge from an NBO analysis.
Positions of all 13 atoms, in Å:
1 C 0.42 -1.27 1.19  -0.357
2 C -0.42 -0.66 0.06  -0.372
3 C -0.14 0.71 -0.29  0.515
4 O -1.00 1.48 -0.74  -0.773
5 Cu -1.13 3.13 -1.19  1.051
6 H 1.12 -0.60 1.70  0.237
7 H -1.45 -0.99 -0.06  0.266
8 H -0.14 -1.94 1.84  0.260
9 H 0.90 1.06 -0.17  0.164
10 C 0.70 -1.67 -0.19  -0.355
11 H 1.61 -1.30 -0.67  0.237
12 H 0.35 -2.64 -0.54  0.260
13 H -0.81 4.70 -0.95  -0.132